34
Properties=species:S:1:pos:R:3:mulliken_charge:R:1 method="wB97M-V/def2-TZVPD" orbital_gap_ha=0.35518 homo_energy_ev=-8.7 smiles=OCCNCCCCOc1ccccc1F energy_ha=-773.124535
O 3.3534 -0.9370 -0.7797 -0.542
C 2.7546 -1.8196 -1.7003 -0.323
C 1.6762 -1.1380 -2.5614 -0.699
N 0.4473 -0.8162 -1.8657 0.234
C -0.4559 -1.9290 -1.6315 -0.784
C -1.5832 -1.4950 -0.6974 -0.334
C -2.3647 -0.2998 -1.2577 -0.694
C -2.8678 0.6693 -0.1813 -0.574
O -1.9088 1.6820 0.1046 -0.516
C -0.7562 1.3604 0.7492 0.595
C 0.4297 1.8903 0.2367 -0.305
C 1.6497 1.6498 0.8408 -0.730
C 1.7222 0.8636 1.9797 -0.326
C 0.5603 0.3446 2.5231 -0.485
C -0.6563 0.6035 1.9203 0.349
F -1.7662 0.0832 2.5015 -0.373
H 2.6655 -0.5252 -0.2419 0.285
H 3.5669 -2.1736 -2.3377 0.392
H 2.3243 -2.6851 -1.1747 0.211
H 2.0917 -0.2015 -2.9468 0.276
H 1.4289 -1.7824 -3.4077 0.392
H 0.6552 -0.3469 -0.9882 -0.352
H -0.8641 -2.2277 -2.6028 0.390
H 0.0455 -2.8088 -1.1931 0.347
H -2.2545 -2.3383 -0.5271 0.467
H -1.1392 -1.2370 0.2653 0.051
H -3.2169 -0.6586 -1.8353 0.471
H -1.7123 0.2587 -1.9315 0.344
H -3.1747 0.1307 0.7198 0.263
H -3.7242 1.2350 -0.5554 0.371
H 0.3607 2.4925 -0.6552 0.371
H 2.5485 2.0680 0.4142 0.327
H 2.6729 0.6614 2.4470 0.442
H 0.5759 -0.2546 3.4200 0.459